Formula: C26H41MnN6O
Source: OMol25
Level of theory: wB97M-V/def2-TZVPD

Properties
Electronic energy: -69930.073 eV
Charge: +1
Spin multiplicity: 6
Largest force on an atom: 0.51 eV/Å
Orbital gap (alpha / beta): 7.089 / 7.234 eV
HOMO energy (alpha / beta): -9.238 / -9.480 eV

Positions of all 75 atoms, in Å:
Mn1 -0.591 -0.088 0.601
C1 1.459 -3.286 0.581
C2 0.641 -3.666 -0.648
C3 -0.712 -2.963 -0.732
N1 -0.713 -1.530 -0.999
C4 -0.989 -1.108 -2.225
C5 -0.855 -1.949 -3.359
C6 -1.228 -1.810 -4.683
C7 -1.945 -0.796 -5.313
C8 -2.388 0.349 -4.683
C9 -2.146 0.822 -3.395
C10 -1.394 0.316 -2.323
N2 -1.102 1.057 -1.243
C11 -1.566 2.430 -1.210
C12 -1.037 3.251 -0.044
C13 -1.430 2.781 1.355
N3 -0.591 1.680 1.770
C14 0.202 1.688 2.818
C15 0.355 2.821 3.668
C16 0.923 2.992 4.906
C17 1.575 2.073 5.730
C18 1.911 0.798 5.346
C19 1.742 0.151 4.121
C20 1.084 0.491 2.938
N4 1.184 -0.255 1.818
C21 2.322 -1.150 1.700
C22 2.268 -1.993 0.432
H1 2.147 -4.101 0.816
H2 0.791 -3.207 1.447
H3 0.434 -4.740 -0.623
H4 1.229 -3.490 -1.555
H5 -1.201 -3.091 0.243
H6 -1.354 -3.475 -1.458
H7 -0.352 -2.882 -3.138
H8 -0.948 -2.646 -5.315
H9 -2.191 -0.926 -6.357
H10 -2.999 1.008 -5.289
H11 -2.610 1.775 -3.184
H12 -2.666 2.438 -1.172
H13 -1.297 2.953 -2.141
H14 -1.406 4.270 -0.190
H15 0.058 3.319 -0.088
H16 -2.474 2.443 1.347
H17 -1.399 3.638 2.028
H18 -0.094 3.721 3.273
H19 0.827 3.994 5.309
H20 1.867 2.401 6.716
H21 2.434 0.204 6.086
H22 2.212 -0.822 4.093
H23 2.416 -1.848 2.540
H24 3.242 -0.546 1.715
H25 3.288 -2.245 0.134
H26 1.843 -1.408 -0.391
N5 3.665 0.566 -3.015
C23 2.670 1.572 -3.381
C24 2.098 2.212 -2.113
N6 1.756 1.114 -1.173
H27 3.723 -0.166 -3.711
H28 2.454 0.359 -1.293
H29 4.591 0.964 -2.915
H30 1.861 1.082 -3.928
H31 3.054 2.369 -4.024
H32 1.184 2.768 -2.317
H33 2.813 2.870 -1.620
H34 1.747 1.399 -0.189
H35 0.788 0.773 -1.352
C25 -3.983 -2.543 2.550
C26 -3.467 -1.463 1.631
O1 -2.098 -1.131 1.930
H36 -5.034 -2.737 2.344
H37 -3.896 -2.241 3.593
H38 -3.442 -3.479 2.403
H39 -4.036 -0.538 1.748
H40 -3.519 -1.771 0.582
H41 -1.705 -1.819 2.476

Atomic forces in eV per Å
-0.17 -0.33 0.11
0.05 -0.04 0.06
-0.03 -0.09 -0.05
-0.08 -0.08 -0.01
-0.22 0.29 -0.09
0.13 -0.01 0.27
-0.02 -0.12 -0.24
0.02 0.01 0.15
0.05 0.03 0.27
-0.02 -0.04 -0.05
0.00 0.07 -0.07
0.04 0.17 0.29
0.16 -0.48 -0.01
-0.11 0.07 -0.19
0.04 0.15 -0.03
-0.08 0.10 0.11
0.21 -0.29 0.00
-0.05 0.20 -0.18
-0.04 0.01 0.00
0.01 -0.03 0.00
-0.05 -0.09 -0.19
-0.02 0.07 0.09
0.16 -0.06 -0.02
0.01 -0.05 -0.16
-0.31 0.32 -0.13
0.12 -0.11 0.07
0.04 0.05 -0.09
-0.02 0.02 0.05
-0.05 0.05 -0.03
0.00 0.01 0.00
-0.01 0.02 -0.02
0.02 -0.04 -0.03
0.06 0.00 0.03
0.01 0.00 -0.07
0.01 -0.01 0.00
-0.01 -0.01 -0.02
-0.01 0.03 0.00
-0.02 -0.02 -0.13
0.04 0.09 0.02
-0.01 0.01 0.03
-0.01 -0.01 0.01
-0.02 0.01 0.01
0.03 0.02 -0.04
-0.04 -0.03 0.02
-0.01 0.03 0.04
-0.01 0.02 0.00
0.01 0.01 0.05
0.01 -0.01 0.03
0.04 0.01 0.03
-0.03 -0.01 -0.02
-0.01 -0.06 0.05
0.01 0.00 -0.03
-0.02 0.02 0.06
-0.02 0.01 0.02
-0.03 0.14 -0.01
0.02 -0.10 -0.08
0.26 -0.09 0.27
0.00 0.02 0.03
-0.07 0.18 -0.11
-0.03 0.00 0.00
0.00 -0.02 0.05
-0.02 -0.03 0.01
0.06 0.06 -0.03
0.04 -0.06 -0.08
0.00 -0.08 0.04
-0.15 0.11 0.00
-0.04 0.02 -0.03
-0.08 0.00 -0.12
0.26 0.07 -0.05
-0.03 -0.01 -0.01
0.00 0.02 0.03
0.04 -0.02 -0.01
0.02 -0.06 -0.01
-0.02 0.00 0.06
-0.03 -0.02 0.07

Formula: C2H20NO8
Source: OMol25
Level of theory: wB97M-V/def2-TZVPD

Properties
Electronic energy: -20268.232 eV
Charge: -1
Largest force on an atom: 5.76 eV/Å
Orbital gap: 8.429 eV
HOMO energy: -5.159 eV

Positions of all 31 atoms, in Å:
C1 -0.105 1.341 2.336
N1 -0.586 2.097 1.201
C2 0.303 2.158 0.041
O1 0.737 0.887 -0.220
H1 -0.997 0.604 2.622
H2 0.127 1.972 3.213
H3 0.855 0.940 2.214
H4 -1.460 1.598 0.860
H5 1.111 2.874 -0.035
H6 -0.382 2.421 -0.800
H7 2.332 -2.324 -0.768
H8 1.950 -1.851 0.632
O2 2.499 -2.482 0.138
H9 -3.366 -0.027 -1.097
H10 -3.330 1.357 -0.627
O3 -3.371 0.488 -0.290
H11 1.681 2.492 -2.454
H12 0.614 1.247 -2.282
O4 0.967 1.951 -2.986
H13 3.459 1.246 -0.910
H14 2.268 0.409 -0.075
O5 3.262 0.562 -0.364
H15 -2.750 -1.957 0.864
H16 -2.290 -2.476 -0.471
O6 -3.029 -2.134 0.029
H17 0.587 -3.310 1.535
H18 -0.371 -2.541 0.577
O7 -0.265 -2.930 1.515
H19 -0.120 0.019 -0.374
H20 -0.038 -1.154 -1.640
O8 -0.419 -0.995 -0.779

Atomic forces in eV per Å
-2.63 0.03 1.67
-1.55 0.57 -0.51
-2.21 -1.46 -0.94
1.10 0.25 -0.21
2.52 1.12 -0.28
-0.81 0.26 -0.01
1.04 -1.66 -0.83
1.69 1.00 0.46
0.40 0.49 1.02
0.15 0.53 0.40
-0.37 0.56 -1.36
0.16 -0.06 -0.51
0.16 -0.51 1.94
0.24 -0.79 0.15
0.07 1.88 -0.36
-0.29 -0.66 0.44
-2.30 -1.90 -1.41
1.48 2.20 -1.58
0.97 -0.36 2.99
-0.10 3.09 -2.35
1.52 1.73 -1.50
-0.95 -4.41 3.58
1.58 0.87 3.62
0.46 0.28 0.12
-2.22 -1.36 -3.84
1.55 -0.68 -0.19
0.50 -0.28 1.74
-1.98 1.25 -1.66
0.90 -0.68 -0.78
0.23 0.27 -0.15
-1.33 -1.57 0.32

Formula: C3H5LiNiO4
Source: OMol25
Level of theory: wB97M-V/def2-TZVPD

Properties
Electronic energy: -52617.063 eV
Charge: +1
Spin multiplicity: 4
Largest force on an atom: 6.61 eV/Å
Orbital gap (alpha / beta): 4.253 / 5.217 eV
HOMO energy (alpha / beta): -9.321 / -11.713 eV

Positions of all 14 atoms, in Å:
Ni1 -2.103 0.918 -1.031
O1 -1.553 1.178 0.823
C1 -0.565 1.690 1.361
H1 0.012 2.486 0.854
H2 -0.421 1.551 2.447
C2 1.153 0.272 -0.474
O2 0.376 -0.839 0.088
C3 -0.445 -1.503 -0.658
O3 -1.442 -1.005 -1.175
O4 0.075 -2.692 -0.884
Li1 2.759 0.038 0.973
H3 1.626 0.054 -1.452
H4 0.473 1.076 -0.795
H5 0.056 -3.225 -0.077

Atomic forces in eV per Å
1.41 -0.79 2.06
-4.80 -2.38 -3.87
4.36 2.72 2.80
-0.21 -0.43 0.32
-0.31 0.28 -0.43
0.96 1.29 -0.58
0.28 0.55 0.97
1.37 1.54 -0.20
-0.45 -0.40 -0.62
-1.94 -1.65 -0.88
-0.60 0.35 -0.40
-0.27 -1.16 0.23
-0.13 0.19 0.60
0.34 -0.11 0.01

Formula: C6H8
Source: OMol25
Level of theory: wB97M-V/def2-TZVPD

Properties
Electronic energy: -6349.870 eV
SMILES: C1=C[C@@H]2C[C@@H]2C1
Charge: 0
Largest force on an atom: 1.74 eV/Å
Orbital gap: 9.758 eV
HOMO energy: -8.520 eV

Positions of all 14 atoms, in Å:
C1 -0.408 -0.787 -1.204
C2 0.060 1.356 0.573
C3 -0.803 0.223 1.071
C4 -0.289 -0.928 0.255
C5 0.992 -0.515 -0.404
C6 1.116 0.937 -0.129
H1 -0.696 0.052 -1.815
H2 -0.703 -1.665 -1.761
H3 -0.139 2.384 0.826
H4 -1.868 0.398 0.905
H5 -0.666 0.071 2.147
H6 -0.369 -1.946 0.621
H7 1.865 -1.142 -0.557
H8 1.908 1.563 -0.527

Atomic forces in eV per Å
1.47 -0.19 -0.82
0.44 0.29 0.34
-0.11 0.24 0.22
-0.43 0.03 0.58
-0.83 -0.70 -1.36
-0.47 0.02 -0.13
-0.39 0.67 0.83
0.85 -0.57 0.07
0.02 0.17 0.07
0.03 -0.02 0.00
0.03 0.07 0.02
-0.14 0.14 0.03
-0.31 -0.06 0.11
-0.16 -0.09 0.04

Formula: C7H8O
Source: OMol25
Level of theory: wB97M-V/def2-TZVPD

Properties
Electronic energy: -9430.425 eV
SMILES: CC1=C[C@H]2O[C@@H]2C=C1
Charge: 0
Largest force on an atom: 5.46 eV/Å
Orbital gap: 8.738 eV
HOMO energy: -8.260 eV

Positions of all 16 atoms, in Å:
C1 0.033 1.513 1.670
C2 0.039 0.543 0.437
C3 0.526 0.940 -0.782
C4 0.052 -0.065 -1.890
C5 0.426 -1.349 -1.227
C6 -0.495 -1.675 -0.193
C7 -0.560 -0.655 0.694
H1 -0.885 1.272 2.359
H2 0.146 2.577 1.425
H3 1.063 1.113 2.231
H4 1.095 1.865 -0.893
H5 -1.037 0.031 -1.874
H6 1.409 -1.455 -0.949
H7 -1.180 -2.584 0.024
H8 -1.127 -0.932 1.632
O1 0.494 -1.138 -2.663

Atomic forces in eV per Å
1.88 -2.50 1.21
1.34 5.28 0.37
0.34 -0.67 -0.43
0.14 0.72 3.21
-0.89 0.19 -3.24
-3.32 -2.07 1.43
-2.52 -4.56 0.94
1.86 0.71 -1.34
-0.15 -0.42 0.13
-2.74 1.42 -0.83
-0.57 -0.02 -0.18
-0.01 0.00 -0.68
2.34 0.10 1.05
1.79 1.15 -0.62
0.75 1.03 -0.97
-0.24 -0.36 -0.05